(1)
The following is a DFT calculation (ωB97M-V/def2-TZVPD) of a cluster of 2 separate species, C5H13N2S2 in total at a distorted geometry.

The geometry in XYZ format:
```
22
Properties=species:S:1:pos:R:3:forces:R:3
C 1.229 2.339 0.125 2.3 1.5 -2.7
C -2.148 0.229 0.106 -0.1 -1.6 0.6
C 1.931 -0.898 0.277 1.4 0.5 1.1
C -3.409 -0.521 0.183 -0.4 0.2 -2.7
C 2.529 -2.178 0.958 -1.3 1.9 1.8
N -1.547 0.612 -0.915 1.1 1.4 0.2
N 0.815 2.092 -1.119 -1.2 -0.4 1.1
S 2.303 0.602 1.036 0.1 -1.8 -0.6
S 1.096 -0.989 -1.212 0.1 0.6 0.0
H 1.996 3.181 0.158 -0.6 -1.6 0.5
H 0.522 2.346 0.878 -1.4 -0.1 1.4
H -1.623 0.358 0.995 0.9 0.2 1.9
H -3.366 -1.601 0.429 0.5 0.3 -1.2
H -3.997 -0.136 -0.711 0.3 -1.5 0.9
H -3.944 -0.252 1.004 -1.6 1.5 2.5
H 3.511 -1.914 1.420 -0.9 -0.2 -0.3
H 2.621 -3.067 0.382 -0.1 -0.3 -1.0
H 1.786 -2.409 1.794 1.1 0.2 -0.8
H -2.109 0.514 -1.705 -1.1 -0.5 -2.1
H -0.084 1.511 -1.143 0.8 0.6 -0.7
H 1.387 2.338 -1.910 -0.1 -0.1 0.0
H 0.503 -2.157 -1.030 0.2 -0.8 0.1
```
Forces are in eV/Å.

Its frontier orbital gap is 8.16 eV. The multiplicity is 1. Its net charge is +1.

---

(2)
The following is a DFT calculation (ωB97M-V/def2-TZVPD) of a cluster of 2 separate species, C5H14 in total at a distorted geometry.

The geometry in XYZ format:
```
19
Properties=species:S:1:pos:R:3:forces:R:3
C 0.682 -1.212 0.646 1.4 -0.4 -0.6
C 0.224 -0.865 2.029 -1.0 0.0 1.1
C 0.047 -2.396 -0.113 -1.8 1.3 -0.1
H 1.735 -1.556 0.818 -0.3 1.0 -0.7
H 0.568 -0.298 0.025 0.7 -1.0 0.6
H -0.768 -0.421 2.047 -0.4 -0.1 -0.1
H 0.212 -1.709 2.726 -0.1 -0.2 -0.2
H 0.540 -3.343 0.128 -0.4 0.0 -0.2
H -0.084 -2.180 -1.198 1.1 -0.3 0.4
H 0.827 -0.108 2.539 0.4 0.1 -0.4
H -1.046 -2.356 0.086 0.5 -0.8 0.6
C 0.277 1.922 -0.872 -1.5 -0.8 1.5
C -1.125 2.212 -1.545 3.6 0.2 -1.5
H 0.064 1.804 0.204 0.3 0.2 0.0
H 0.630 0.921 -1.137 0.2 0.5 -0.6
H 1.066 2.663 -0.976 -0.2 0.2 -0.3
H -0.716 2.691 -2.453 -0.9 0.2 -0.2
H -1.471 1.246 -1.951 -0.9 0.6 0.9
H -1.660 2.984 -1.003 -0.8 -0.6 0.1
```
Forces are in eV/Å.

Its frontier orbital gap (alpha / beta) is 2.76 / 11.41 eV. The multiplicity is 2. Its net charge is -1.

---

(3)
The following is a DFT calculation (ωB97M-V/def2-TZVPD) of a cluster of 2 separate species, C10H16O in total at a distorted geometry.

The geometry in XYZ format:
```
27
Properties=species:S:1:pos:R:3:forces:R:3
C 2.568 -1.691 0.564 -0.9 -1.6 3.9
C 1.904 -0.338 0.521 1.5 -0.9 0.2
C 1.436 0.058 -0.692 -1.2 3.6 -1.1
C 1.065 1.437 -0.938 0.8 -2.0 -1.4
C 1.123 2.324 0.075 0.0 -1.3 1.7
O 0.955 3.601 -0.286 -0.4 2.7 2.2
C 1.362 1.810 1.401 0.2 0.4 -0.9
C 1.869 0.541 1.632 -0.4 0.6 -1.5
H 3.638 -1.776 0.925 -1.1 0.7 -0.4
H 2.516 -2.226 -0.360 -0.3 -0.3 -0.6
H 1.935 -2.285 1.419 1.6 0.8 -2.1
H 1.316 -0.479 -1.607 0.5 -1.2 0.0
H 0.939 1.817 -1.995 -0.1 -0.6 1.4
H 0.936 4.213 0.522 0.1 -1.4 -1.7
H 1.199 2.434 2.247 0.2 0.8 0.5
H 2.300 0.317 2.606 -0.4 -0.3 -0.2
C -2.608 -0.312 -1.634 1.7 1.0 -3.2
C -2.989 -0.623 -0.143 1.4 0.8 -1.0
C -2.078 -1.726 0.420 2.1 0.7 -0.9
H -1.748 0.489 -1.645 -1.5 -1.5 0.1
H -3.329 0.101 -2.413 -0.1 0.2 1.9
H -2.228 -1.066 -2.449 -0.2 0.1 2.4
H -2.720 0.392 0.315 -1.0 -1.6 0.0
H -4.020 -0.934 -0.028 -0.3 0.4 0.1
H -2.173 -2.658 -0.116 -0.5 -0.3 -0.4
H -0.984 -1.441 0.188 -1.5 -0.3 0.7
H -2.185 -1.979 1.470 -0.1 0.4 0.2
```
Forces are in eV/Å.

The SMILES is Cc1ccc(O)cc1.CCC. Its frontier orbital gap is 9.05 eV. The multiplicity is 1.

---

Number 1: energy -1103.8652 Ha. Number 2: energy -198.7911 Ha. Number 3: energy -465.7995 Ha.